Record 1
16
Properties=species:S:1:pos:R:3 method="wB97M-V/def2-TZVPD" lumo_ev=1.1 smiles=CC.CC gap_ev=12.844 charge=0 de_lowest_kcal_mol=9.7
C 0.61847 -0.81285 1.61869
C 0.03859 0.28331 2.52058
H 1.47093 -0.39383 1.03059
H 0.94623 -1.58133 2.16402
H -0.08442 -1.15284 0.92843
H -0.38890 1.12077 1.87408
H -0.77652 -0.10358 3.13566
H 0.81463 0.69600 3.17997
C 0.30610 -0.18646 -1.98300
C -0.98694 0.67260 -2.15525
H 0.78134 0.09557 -1.01506
H 0.02024 -1.19595 -1.90564
H 1.00840 0.00360 -2.80913
H -1.60980 0.41282 -1.31853
H -1.44607 0.40220 -3.13195
H -0.71227 1.73997 -2.13347

Record 2
16
Properties=species:S:1:pos:R:3 method="wB97M-V/def2-TZVPD" lumo_ev=1.1 smiles=CC.CC gap_ev=12.744 charge=0 de_lowest_kcal_mol=19.4
C -0.12624 0.72421 2.71406
C 1.14250 0.72705 1.82061
H -0.49336 1.70406 3.13679
H -0.89528 0.34644 2.09235
H -0.13445 0.02074 3.53896
H 0.96494 1.14025 0.90282
H 1.55741 -0.29136 1.73817
H 1.94711 1.33651 2.34439
C -0.36178 -0.47227 -1.61673
C -0.65150 -1.01945 -3.04326
H 0.74249 -0.62190 -1.21338
H -0.53096 0.65855 -1.63465
H -0.93015 -0.86778 -0.85660
H -1.68882 -1.28769 -3.04698
H -0.02802 -1.94513 -3.23368
H -0.51388 -0.15223 -3.64285

Record 3
16
Properties=species:S:1:pos:R:3 method="wB97M-V/def2-TZVPD" lumo_ev=1.1 smiles=CC.CC gap_ev=12.487 charge=0 de_lowest_kcal_mol=10.2
C -0.15817 2.27010 -1.13055
C 0.02020 0.86151 -1.64994
H -0.74677 2.31685 -0.20825
H 0.81160 2.63554 -0.77511
H -0.55526 3.03356 -1.79673
H 0.67696 0.29799 -0.99645
H -0.88087 0.28089 -1.84492
H 0.52552 0.83988 -2.62143
C 0.27000 -0.93686 0.93242
C -0.17795 -2.14773 1.75619
H 0.16626 -1.22838 -0.10386
H -0.34428 -0.06392 1.13668
H 1.30688 -0.70105 1.16401
H 0.40723 -2.22766 2.68011
H -0.11499 -3.15202 1.33453
H -1.20635 -2.07871 2.12329

Record 4
16
Properties=species:S:1:pos:R:3 method="wB97M-V/def2-TZVPD" lumo_ev=1.1 smiles=CC.CC gap_ev=12.152 charge=0 de_lowest_kcal_mol=27.2
C -0.17839 -0.87400 -2.28782
C -0.33847 -1.80528 -1.17445
H -0.19339 0.13453 -1.92158
H 0.82574 -0.95239 -2.84917
H -0.98423 -0.91345 -3.00774
H 0.66115 -2.01286 -0.59637
H -0.80531 -2.65497 -1.69147
H -0.85695 -1.51994 -0.22066
C -0.44508 1.18474 1.47640
C 0.94473 1.53743 1.91359
H -0.98371 2.13870 1.27560
H -0.56201 0.54783 0.55104
H -1.00329 0.60774 2.30036
H 1.70362 1.65553 1.14378
H 0.78406 2.26220 2.75307
H 1.43155 0.66419 2.33543

Record 5
16
Properties=species:S:1:pos:R:3 method="wB97M-V/def2-TZVPD" lumo_ev=1.1 smiles=CC.CC gap_ev=12.851 charge=0 de_lowest_kcal_mol=9.3
C 0.84213 -0.66808 2.37319
C -0.58142 -0.08270 2.05535
H 1.28813 -0.32480 3.29674
H 0.72942 -1.75142 2.37465
H 1.43073 -0.48929 1.47061
H -1.09313 0.05688 3.00447
H -0.43520 0.82174 1.48215
H -1.11914 -0.83533 1.48406
C -0.62068 0.79593 -1.76910
C 0.33700 0.00668 -2.66586
H -0.75729 0.25651 -0.83026
H -0.26399 1.79417 -1.51986
H -1.64677 0.94668 -2.10920
H 0.78563 -0.81458 -2.11368
H -0.09583 -0.33626 -3.60108
H 1.20041 0.62389 -2.93218

Record 6
16
Properties=species:S:1:pos:R:3 method="wB97M-V/def2-TZVPD" lumo_ev=1.2 smiles=CC.CC gap_ev=12.769 charge=0 de_lowest_kcal_mol=29.4
C -1.74022 -0.71885 -1.08279
C -2.45852 -0.58961 0.35961
H -2.11947 -1.52524 -1.64015
H -1.87484 0.08217 -1.72803
H -0.59095 -0.88092 -0.93576
H -1.61940 -0.33273 1.09724
H -3.31346 0.19560 0.35453
H -3.10394 -1.43123 0.64036
C 1.50595 0.28094 0.63525
C 2.72536 1.05753 0.16517
H 1.68117 -0.75590 0.54078
H 1.20931 0.52608 1.55597
H 0.70686 0.56232 0.05664
H 3.44977 0.31435 -0.16233
H 3.06187 1.67038 0.92837
H 2.48054 1.54512 -0.78487

Record 7
16
Properties=species:S:1:pos:R:3 method="wB97M-V/def2-TZVPD" lumo_ev=1.2 smiles=CC.CC gap_ev=12.466 charge=0 de_lowest_kcal_mol=15.6
C 1.21973 0.48419 2.40083
C 0.39171 -0.71491 1.92832
H 1.64928 0.95631 1.52377
H 0.65309 1.06497 3.13132
H 2.07734 0.18747 3.03248
H 1.04250 -1.51243 1.54801
H -0.26600 -0.34238 1.15345
H -0.10530 -1.16808 2.78711
C -0.33334 0.44694 -1.70386
C -1.32538 -0.23013 -2.64427
H 0.70989 0.16594 -1.86488
H -0.14331 1.52815 -1.69197
H -0.59035 0.32247 -0.64621
H -2.34801 -0.39323 -2.31769
H -0.92710 -1.23665 -2.81846
H -1.25144 0.39349 -3.54165

Record 8
16
Properties=species:S:1:pos:R:3 method="wB97M-V/def2-TZVPD" lumo_ev=1.0 smiles=CC.CC gap_ev=12.602 charge=0 de_lowest_kcal_mol=8.9
C 1.47498 -2.08591 1.48274
C 0.04718 -1.62626 1.81628
H 2.25329 -1.46705 1.94381
H 1.79942 -3.03389 1.93971
H 1.65743 -2.09233 0.39359
H -0.11073 -1.49734 2.89821
H -0.03571 -0.64123 1.35634
H -0.79777 -2.16225 1.41793
C -0.97978 1.43102 -2.29224
C -0.58228 2.23156 -1.05226
H -2.05496 1.40026 -2.46838
H -0.49102 1.82319 -3.17785
H -0.58346 0.41553 -2.13672
H 0.21349 1.82192 -0.44935
H -1.41892 2.21886 -0.31697
H -0.39116 3.26393 -1.35485

Record 9
16
Properties=species:S:1:pos:R:3 method="wB97M-V/def2-TZVPD" lumo_ev=1.2 smiles=CC.CC gap_ev=12.596 charge=0 de_lowest_kcal_mol=22.0
C 1.41910 -1.60127 -0.91575
C 0.01536 -1.62526 -1.62970
H 2.32204 -2.20128 -1.50110
H 1.67034 -0.65245 -0.49126
H 1.32958 -2.26979 -0.10013
H -0.44997 -0.62877 -1.70246
H 0.09459 -2.03093 -2.59848
H -0.77079 -2.26710 -1.17622
C -1.22717 1.80378 1.88356
C -0.24955 1.48522 0.67065
H -1.05733 2.85049 2.16131
H -2.24780 1.77507 1.53876
H -0.99999 1.24262 2.82107
H -0.00658 0.45621 0.56684
H 0.77707 1.84105 0.76840
H -0.61889 1.82239 -0.29548

Record 10
16
Properties=species:S:1:pos:R:3 method="wB97M-V/def2-TZVPD" lumo_ev=1.2 smiles=CC.CC gap_ev=12.865 charge=0 de_lowest_kcal_mol=3.4
C 1.65389 0.86330 -0.87356
C 2.51507 1.19118 0.33640
H 1.64319 -0.21348 -1.05159
H 0.62184 1.15908 -0.71879
H 1.96964 1.34695 -1.79467
H 2.32664 2.19448 0.70747
H 3.56157 1.06103 0.10458
H 2.26953 0.50726 1.14529
C -2.60318 -1.41842 -0.13319
C -1.58504 -0.63140 0.67989
H -2.13696 -1.77512 -1.05033
H -2.95582 -2.30394 0.39497
H -3.43441 -0.78081 -0.43155
H -0.56130 -0.84530 0.39481
H -1.59409 -0.80297 1.76125
H -1.69058 0.44816 0.52903

Record 11
16
Properties=species:S:1:pos:R:3 method="wB97M-V/def2-TZVPD" lumo_ev=1.1 smiles=CC.CC gap_ev=12.653 charge=0 de_lowest_kcal_mol=13.0
C -1.48630 0.81816 0.27099
C -2.28950 1.64654 1.20787
H -1.27688 1.36198 -0.66156
H -0.52153 0.51489 0.71072
H -2.05917 -0.09206 0.03926
H -1.72220 2.55071 1.53667
H -2.45293 1.09824 2.17542
H -3.23311 1.99380 0.84673
C 1.34866 -0.72544 -1.06021
C 2.40904 -1.69277 -0.51288
H 1.59700 -0.40322 -2.13251
H 0.37766 -1.35205 -0.99467
H 1.30381 0.22525 -0.39398
H 2.84493 -2.22542 -1.32877
H 3.16289 -1.27319 0.12131
H 1.99764 -2.44541 0.17562

Record 12
16
Properties=species:S:1:pos:R:3 method="wB97M-V/def2-TZVPD" lumo_ev=1.1 smiles=CC.CC gap_ev=12.731 charge=0 de_lowest_kcal_mol=7.0
C 1.83566 1.72268 -1.65953
C 0.49855 1.85494 -0.94816
H 2.44682 2.57656 -1.38991
H 2.35479 0.82815 -1.31661
H 1.78752 1.61087 -2.74424
H 0.71225 1.88703 0.12447
H -0.26030 1.07732 -1.00454
H -0.00854 2.78722 -1.19729
C -1.77562 -2.18327 0.90975
C -0.62095 -1.42794 1.57485
H -2.42745 -1.49324 0.38335
H -1.39425 -2.91309 0.19395
H -2.24298 -2.79238 1.68283
H 0.34449 -1.93844 1.63945
H -0.44470 -0.43826 1.14235
H -0.80527 -1.15816 2.60926

Record 13
16
Properties=species:S:1:pos:R:3 method="wB97M-V/def2-TZVPD" lumo_ev=1.2 smiles=CC.CC gap_ev=12.945 charge=0 de_lowest_kcal_mol=0.7
C 1.45336 0.76862 0.10382
C 1.94135 1.64570 -1.04514
H 0.54367 1.16539 0.54907
H 1.29954 -0.26130 -0.21390
H 2.19069 0.70612 0.90761
H 2.89636 1.24551 -1.39783
H 2.11238 2.67506 -0.74030
H 1.25598 1.59144 -1.88861
C -1.74661 -1.18360 1.23600
C -1.67211 -1.22539 -0.28719
H -2.50489 -1.87592 1.58603
H -0.80721 -1.51942 1.67891
H -1.94743 -0.17850 1.60064
H -0.89221 -0.56694 -0.65766
H -2.63085 -0.92883 -0.71361
H -1.46726 -2.23918 -0.63324

Record 14
16
Properties=species:S:1:pos:R:3 method="wB97M-V/def2-TZVPD" lumo_ev=1.1 smiles=CC.CC gap_ev=12.566 charge=0 de_lowest_kcal_mol=9.8
C 1.47364 -0.94695 0.62169
C 1.58234 -2.31116 -0.05255
H 0.59171 -0.95859 1.26425
H 2.36477 -0.70347 1.20353
H 1.36211 -0.01968 0.05126
H 2.38770 -2.54664 -0.74050
H 0.63992 -2.63155 -0.49385
H 1.74282 -2.95901 0.81763
C -0.97652 1.55199 -0.85487
C -2.04640 1.68424 0.24783
H -0.28613 2.39815 -0.80896
H -0.32486 0.68709 -0.89281
H -1.47381 1.62665 -1.81866
H -1.72906 2.26989 1.10325
H -2.90139 2.14206 -0.24384
H -2.40684 0.71697 0.59657

Record 15
16
Properties=species:S:1:pos:R:3 method="wB97M-V/def2-TZVPD" multiplicity=2 lumo_ev="-2.9 / -11.4" gap_ev="13.323 / 3.112" charge=+1 s2=0.75 de_lowest_kcal_mol=19.7
C 1.72157 -0.39062 0.55313
C 3.08214 -0.73185 1.09565
H 1.72973 -0.50113 -0.50201
H 0.85379 -0.94244 1.04523
H 1.46707 0.66401 0.39122
H 3.79016 -0.58464 0.27593
H 3.31002 -0.01893 1.91160
H 3.25476 -1.67144 1.61965
C -1.94774 0.44665 -0.21904
C -2.80058 0.59396 -1.47104
H -2.49354 0.57724 0.72826
H -1.50267 -0.51524 -0.03100
H -1.09591 1.09990 -0.25669
H -2.28138 0.58612 -2.41492
H -3.43574 1.52202 -1.39355
H -3.65167 -0.13361 -1.33241

Record 16
16
Properties=species:S:1:pos:R:3 method="wB97M-V/def2-TZVPD" multiplicity=2 lumo_ev="-3.0 / -11.4" gap_ev="13.041 / 3.764" charge=+1 s2=0.75 de_lowest_kcal_mol=30.2
C -2.14003 0.63349 -0.03012
C -1.77850 -0.71943 -0.78019
H -2.23291 0.60676 1.03111
H -1.41067 1.52808 -0.14866
H -2.93988 1.19062 -0.50675
H -2.06409 -0.68743 -1.81687
H -0.71631 -1.06756 -0.76945
H -2.53671 -1.53821 -0.47571
C 1.95029 -0.28125 1.08804
C 2.02957 0.34810 -0.24666
H 1.08390 0.06234 1.71452
H 1.64197 -1.23325 1.13351
H 2.89987 -0.36826 1.60353
H 1.24971 -0.00614 -0.97067
H 3.01315 0.30938 -0.72558
H 1.64399 1.31818 -0.25545

Record 17
16
Properties=species:S:1:pos:R:3 method="wB97M-V/def2-TZVPD" multiplicity=2 lumo_ev="-3.4 / -11.0" gap_ev="12.352 / 4.512" charge=+1 s2=0.75 de_lowest_kcal_mol=10.9
C -0.20651 -0.13851 -1.38470
C 0.84368 -0.46961 -2.53659
H -1.11407 -0.72819 -1.46597
H 0.51335 -0.31241 -0.53436
H -0.54716 0.89412 -1.39647
H 1.63056 -1.21423 -2.38869
H 1.30004 0.48080 -2.82055
H 0.15726 -0.95175 -3.26507
C -0.13343 -0.39370 2.22141
C -0.52157 1.00680 1.71951
H -0.65027 -1.16869 1.65106
H 0.92631 -0.58301 2.04486
H -0.37924 -0.47917 3.27182
H 0.30737 1.71805 1.80902
H -1.33296 1.43581 2.29968
H -0.75236 1.00269 0.63457

Record 18
16
Properties=species:S:1:pos:R:3 method="wB97M-V/def2-TZVPD" multiplicity=2 lumo_ev="-3.0 / -11.8" gap_ev="13.895 / 3.030" charge=+1 s2=0.75 de_lowest_kcal_mol=33.2
C -0.12355 -0.97654 1.88630
C -0.12036 0.15573 2.91324
H -1.08621 -1.53759 1.49246
H 0.57583 -1.70802 2.19345
H 0.39503 -0.66504 0.95631
H 0.74639 -0.06682 3.57923
H -1.13832 0.22250 3.49619
H 0.15307 1.06641 2.32466
C 0.74212 0.13029 -2.35115
C -0.60138 0.78249 -2.37402
H 0.68135 -0.97000 -2.31317
H 1.25486 0.27876 -1.48628
H 1.28643 0.30329 -3.28698
H -0.45989 1.76986 -2.82716
H -1.33402 0.21715 -2.90432
H -0.97134 0.99752 -1.29875

Record 19
24
Properties=species:S:1:pos:R:3 method="wB97M-V/def2-TZVPD" multiplicity=2 lumo_ev="2.8 / 0.8" gap_ev="8.117 / 6.094" charge=-1 s2=0.76
Ag 0.12171 0.23522 0.88695
Cl 2.74056 0.18852 1.31429
Cl -0.03820 -2.28415 1.61487
Cl 0.25636 2.55357 -0.26999
C 2.60847 -1.45852 -2.39306
C 1.69960 -0.27324 -2.12965
O 0.49172 -0.55062 -1.43941
O 2.77839 -2.24625 -1.21785
H 3.56150 -1.11968 -2.81719
H 2.17714 -2.09204 -3.17952
H 1.47445 0.34055 -3.00793
H 2.27981 0.38263 -1.46662
H -0.22106 -0.55598 -2.08037
H 2.96695 -1.57852 -0.52865
C -2.68946 0.97046 1.13685
C -2.26073 0.50798 2.52737
O -0.94297 1.00903 2.84225
O -2.13573 0.15718 0.09039
H -2.33937 1.99119 0.92519
H -3.77512 1.07798 1.01526
H -2.29731 -0.56949 2.65100
H -2.92727 0.98560 3.24876
H -0.96125 1.95528 3.01508
H -2.56819 0.37331 -0.73803

Record 20
30
Properties=species:S:1:pos:R:3 method="wB97M-V/def2-TZVPD" multiplicity=2 lumo_ev="-3.1 / -6.0" gap_ev="9.860 / 6.683" charge=+1 s2=0.75 de_lowest_kcal_mol=0.0
Ag 0.73624 -1.06322 0.10728
I 0.45935 0.25210 2.74022
C -3.86642 0.43613 -0.81004
N -2.53392 0.31601 -0.17444
O -2.43282 0.69391 0.96741
O -1.61695 -0.14562 -0.83495
H -3.86680 -0.12042 -1.74187
H -4.02237 1.49269 -1.00249
H -4.60603 0.01902 -0.13587
C 5.25147 0.07040 0.63381
N 3.96561 0.46560 0.01692
O 3.00751 -0.28481 0.18014
O 3.94794 1.48137 -0.62813
H 5.50292 0.86129 1.33570
H 5.98966 -0.01091 -0.15471
H 5.09269 -0.86323 1.15734
C 1.12285 3.07198 -2.20295
N 0.71890 2.60326 -0.85193
O 0.32894 3.41973 -0.04960
O 0.82650 1.41452 -0.62202
H 1.30575 2.20069 -2.81627
H 2.04646 3.63493 -2.07799
H 0.35512 3.74173 -2.57185
C -2.94896 -3.45060 1.84899
N -2.00928 -3.30877 0.71417
O -2.11522 -4.04621 -0.22196
O -1.16362 -2.42026 0.81319
H -2.37634 -3.89496 2.65967
H -3.77718 -4.08327 1.55026
H -3.32202 -2.48310 2.17197

Number 1: E_tot -159.5695 Eh. Number 2: E_tot -159.5540 Eh. Number 3: E_tot -159.5687 Eh. Number 4: E_tot -159.5416 Eh. Number 5: E_tot -159.5701 Eh. Number 6: E_tot -159.5381 Eh. Number 7: E_tot -159.5602 Eh. Number 8: E_tot -159.5708 Eh. Number 9: E_tot -159.5500 Eh. Number 10: E_tot -159.5796 Eh. Number 11: E_tot -159.5643 Eh. Number 12: E_tot -159.5738 Eh. Number 13: E_tot -159.5838 Eh. Number 14: E_tot -159.5694 Eh. Number 15: E_tot -159.1385 Eh. Number 16: E_tot -159.1217 Eh. Number 17: E_tot -159.1525 Eh. Number 18: E_tot -159.1169 Eh. Number 19: E_tot -1988.1700 Eh. Number 20: E_tot -1424.5892 Eh.